1.
12
Properties=species:S:1:pos:R:3:forces:R:3 method="wB97M-V/def2-TZVPD" relative_energy_ev=3.8153 gap_ev=9.7 total_charge=0
C -0.898699 -0.800619 -0.074553 -0.3 0.0 0.0
C 0.460119 -0.666637 0.558828 -0.5 0.1 0.2
C 1.210733 0.427684 -0.469867 -0.1 -2.1 0.8
O 0.303928 0.667013 -1.509378 0.1 -0.1 0.1
C -0.717278 0.677288 -0.479146 -0.6 0.2 0.0
C 0.362463 0.818215 0.653542 -0.1 0.3 0.3
H -1.671792 -0.896846 0.691590 -0.1 0.0 -0.1
H -1.063416 -1.519355 -0.886624 0.1 0.1 0.1
H 0.969255 -1.353144 1.250221 0.0 0.4 -0.6
H 2.066444 -0.207613 -0.491184 1.4 1.0 -0.9
H -1.547896 1.341823 -0.707424 0.1 -0.1 0.1
H 0.526138 1.512191 1.463997 -0.1 0.1 0.0

***

2.
12
Properties=species:S:1:pos:R:3:forces:R:3 method="wB97M-V/def2-TZVPD" relative_energy_ev=3.5717 gap_ev=10.0 smiles="C=C=O.C#CC" total_charge=0
C -2.436997 -0.413561 -1.840460 2.1 -0.1 1.7
C -1.408820 -0.078791 -1.025449 -0.5 -1.2 1.5
O -0.593175 0.185363 -0.203911 -3.4 -0.9 -2.8
H -2.607888 0.381140 -2.485943 -0.7 1.2 -1.4
H -2.996206 -1.350286 -1.959715 0.8 0.5 0.5
C 1.026012 2.408469 0.593613 0.4 -0.5 -0.4
C 1.390415 1.275840 0.395874 0.2 1.9 0.9
C 1.958859 -0.030492 0.267053 0.6 -2.3 -0.5
H 0.715688 3.424954 0.647641 -0.1 -0.1 0.1
H 1.172260 -0.833679 -0.047878 1.9 1.5 0.6
H 2.786247 0.038002 -0.478716 -0.7 -0.3 0.3
H 2.460778 -0.375774 1.203844 -0.6 0.3 -0.5

***

3.
12
Properties=species:S:1:pos:R:3:forces:R:3 method="wB97M-V/def2-TZVPD" relative_energy_ev=0.2589 gap_ev=10.6 smiles="O=C1CC=CC1" total_charge=0
O 0.226547 2.195654 0.853483 0.0 -0.4 -0.3
C 0.168052 1.123828 0.307933 0.1 0.3 0.0
C -1.017257 0.575788 -0.492692 -0.1 0.1 0.1
C -0.856430 -0.907484 -0.279508 0.1 -0.1 0.1
C 0.355849 -1.213541 0.187219 -0.2 0.0 0.0
C 1.221130 0.010186 0.348393 0.0 0.0 0.1
H -0.884482 0.871102 -1.545035 0.0 -0.1 0.1
H -1.970660 0.990659 -0.154351 0.1 0.0 0.0
H -1.661147 -1.617408 -0.441367 0.2 0.1 0.0
H 0.686807 -2.207877 0.469350 0.0 0.1 -0.1
H 1.832237 0.031586 1.254724 -0.1 0.1 -0.1
H 1.899353 0.147506 -0.508149 -0.1 0.0 0.1

***

4.
12
Properties=species:S:1:pos:R:3:forces:R:3 method="wB97M-V/def2-TZVPD" relative_energy_ev=2.9751 gap_ev=10.2 smiles=C#C[C@@H]1C[C@@H]1O total_charge=0
C -0.702447 -2.490277 0.708593 0.8 0.3 -0.3
C -0.448864 -1.408395 0.238197 0.0 -0.4 0.2
C -0.609134 -0.027047 -0.138318 -0.3 -0.1 0.1
C 0.097202 0.900378 -1.115052 0.1 0.0 -0.2
C 0.270944 1.118939 0.349418 -0.3 0.2 0.0
O 1.503331 0.932510 0.968228 0.0 -0.4 0.0
H -0.761300 -3.471374 1.110728 -0.1 -0.1 0.0
H -1.686621 0.090376 -0.170033 0.0 0.7 0.3
H 0.950053 0.595761 -1.714694 -0.1 -0.1 0.2
H -0.588475 1.574823 -1.622391 0.2 -0.2 0.0
H -0.220537 1.954186 0.836117 0.0 -0.1 -0.2
H 1.983746 0.195637 0.570417 -0.2 0.0 0.0

***

5.
12
Properties=species:S:1:pos:R:3:forces:R:3 method="wB97M-V/def2-TZVPD" relative_energy_ev=2.1667 gap_ev=10.4 smiles="O=C1CC=CC1" total_charge=0
O -1.923580 -1.064131 -0.571933 0.8 -1.8 0.5
C -0.899504 -0.589296 -0.091587 -0.7 -1.1 -0.1
C 0.498296 -1.153865 -0.038331 0.0 -0.2 0.1
C 1.329431 0.111163 0.009233 -0.4 0.2 0.0
C 0.567782 1.215428 0.098616 -0.3 -0.1 -0.6
C -0.923418 0.865511 0.123553 -1.1 -0.2 -0.5
H 0.678217 -1.795493 -0.906668 0.0 0.1 0.1
H 0.615217 -1.763529 0.864870 0.1 0.0 -0.1
H 2.419792 0.082035 -0.026342 -0.4 0.1 0.1
H 0.981350 2.216409 0.213913 -0.3 -0.2 -0.2
H -1.488592 1.256824 0.970351 0.3 -0.3 0.3
H -1.854994 0.618949 -0.645673 1.9 3.5 0.3

***

6.
13
Properties=species:S:1:pos:R:3:forces:R:3 method="wB97M-V/def2-TZVPD" relative_energy_ev=5.1083 gap_ev=8.8 total_charge=0
O 0.977072 -0.774593 -0.910689 -0.1 0.1 0.0
C 1.917171 -0.175603 0.227578 0.2 0.1 -0.1
C 1.133772 0.380802 1.330981 -0.3 0.0 -0.2
C -0.093844 0.189418 1.154979 0.0 -0.1 -0.2
C -1.261183 -0.206570 0.540669 -0.1 0.1 0.3
C -2.078747 0.754729 -0.212148 0.0 0.0 -0.1
O -3.163182 0.500976 -0.686896 0.2 0.1 0.1
H 0.976442 -0.194119 -1.689419 0.2 -0.1 0.2
H 2.522148 0.536816 -0.332504 0.0 0.0 0.2
H 2.521979 -1.030751 0.534672 -0.2 0.0 -0.3
H -1.773113 -1.110727 0.865544 0.1 0.1 -0.1
H -0.074649 -0.620847 -0.459027 0.3 -0.1 0.1
H -1.603866 1.750471 -0.363740 -0.1 -0.1 0.0

***

7.
13
Properties=species:S:1:pos:R:3:forces:R:3 method="wB97M-V/def2-TZVPD" relative_energy_ev=1.3785 gap_ev=10.4 smiles="O=C1CO[C@H]2C[C@@H]12" total_charge=0
O 1.162929 2.078119 0.692375 -0.2 -0.4 -0.1
C 0.700765 1.041763 0.278705 0.2 0.2 0.1
C 1.516300 -0.196874 -0.102533 0.2 0.1 0.1
O 0.672669 -1.029084 -0.877366 0.0 -0.1 0.0
C -0.654552 -0.578378 -0.774204 -0.2 0.0 -0.1
C -1.258257 -0.555300 0.580754 0.0 -0.2 0.1
C -0.720232 0.731383 -0.038149 0.0 0.3 -0.1
H 1.867201 -0.710712 0.803832 -0.1 0.1 -0.1
H 2.391888 0.091292 -0.691141 -0.1 0.0 0.1
H -1.237363 -0.788783 -1.663825 0.1 0.0 0.2
H -0.708860 -1.012155 1.399271 0.0 0.1 -0.1
H -2.338486 -0.617049 0.669977 0.2 0.0 -0.1
H -1.394001 1.545773 -0.277694 0.1 -0.1 0.0

***

8.
13
Properties=species:S:1:pos:R:3:forces:R:3 method="wB97M-V/def2-TZVPD" relative_energy_ev=3.9437 gap_ev=10.7 smiles="C#CCC=O.C=O" total_charge=0
C 2.493325 -0.967172 0.102884 -0.6 0.0 0.0
C 1.298671 -0.927216 -0.053196 0.4 -0.3 0.2
C -0.147102 -0.964153 -0.276514 -0.2 -0.6 0.1
C -1.087486 -0.457953 0.770686 -0.4 0.3 0.3
O -2.243759 -0.203658 0.524855 0.4 -0.2 0.6
H 3.549520 -1.036772 0.271487 -0.3 0.1 -0.1
H -0.609705 -1.945649 0.013775 1.1 -0.5 -1.1
H -0.424292 -0.721448 -1.312112 -0.1 -0.1 0.5
H -0.673388 -0.536946 1.785955 -0.1 0.2 0.2
C -0.545737 1.944913 -0.465176 0.2 0.4 0.1
O 0.138201 2.223516 0.491599 -0.3 -0.2 -0.5
H -1.396601 1.261828 -0.374670 -0.1 0.6 -0.3
H -0.351644 2.330715 -1.479578 0.2 0.3 0.0

***

9.
13
Properties=species:S:1:pos:R:3:forces:R:3 method="wB97M-V/def2-TZVPD" relative_energy_ev=3.3466 gap_ev=9.5 smiles="O=CC1(C=O)CC1" total_charge=0
O 0.191414 1.613950 -1.846696 -0.3 -0.4 0.4
C -0.421204 0.643805 -1.458644 0.1 0.0 0.2
C -0.081232 -0.106492 -0.198447 0.7 -0.9 -0.6
C -0.638964 -1.431773 0.066944 0.2 -0.3 0.3
O -0.416020 -2.051840 1.085927 -0.2 -0.1 -0.4
C 0.104891 0.844612 1.214048 -0.9 -1.1 -0.6
C 1.217387 0.309364 0.416974 0.2 0.1 -0.2
H -1.271452 0.256193 -2.057265 0.1 -0.1 0.1
H -1.306703 -1.841654 -0.718114 0.0 0.0 0.1
H -0.085323 0.292592 2.130385 -0.1 -0.3 -0.3
H -0.837432 1.083399 0.700289 0.3 2.7 0.9
H 1.709299 -0.548804 0.878652 0.0 0.5 0.1
H 1.835338 0.936647 -0.214054 -0.1 0.0 0.0

***

10.
13
Properties=species:S:1:pos:R:3:forces:R:3 method="wB97M-V/def2-TZVPD" relative_energy_ev=3.2728 gap_ev=10.1 smiles="C=C1CO1.C=C=O" total_charge=0
C 0.866893 -1.101902 0.876616 0.0 0.0 -0.2
C 0.483981 -1.026647 -0.383171 0.0 0.0 0.2
C -0.393593 -1.133952 -1.512889 -0.3 -0.1 0.0
O 0.962688 -0.584980 -1.567993 0.2 0.1 0.0
H 0.194828 -1.498147 1.626851 0.1 0.0 -0.1
H 1.840743 -0.734415 1.180684 -0.1 -0.1 -0.1
H -0.513927 -2.090766 -2.015756 0.0 0.1 0.0
H -1.181095 -0.399440 -1.672798 0.1 -0.1 0.1
C -0.109180 2.031585 0.382447 -0.1 0.0 0.1
C -0.840834 1.296518 1.190713 -0.4 -0.3 0.4
O -1.526524 0.684353 1.912032 0.6 0.6 -0.6
H 0.762252 1.622602 -0.112240 -0.2 0.0 0.1
H -0.406949 3.059664 0.229172 0.0 -0.1 0.0

***

11.
13
Properties=species:S:1:pos:R:3:forces:R:3 method="wB97M-V/def2-TZVPD" relative_energy_ev=4.7704 gap_ev="6.7 / 9.2" total_charge=0
O -1.513200 -1.671333 0.652312 0.4 0.6 -0.2
C -0.892505 -0.768301 0.153721 -0.5 0.0 0.0
C -1.467249 0.290146 -0.797563 0.3 0.1 -0.4
O -0.314334 0.929789 -1.412560 -1.6 0.5 -0.4
C 0.798488 0.454141 -0.870870 0.6 1.4 0.0
C 1.016028 0.110574 1.606776 0.8 0.0 -0.1
C 0.569671 -0.388203 0.289841 1.0 -1.4 -0.9
H -2.053054 1.052577 -0.272930 0.1 -0.2 0.0
H -2.062714 -0.170654 -1.584874 0.0 0.0 0.1
H 1.738788 0.828927 -1.266049 -0.3 -0.1 0.2
H 1.597933 -0.545826 2.282301 -0.5 0.6 -0.5
H 1.119369 1.205977 1.656917 0.0 -0.6 0.3
H 1.199286 -1.128169 -0.315667 -0.3 -0.9 1.9

***

12.
13
Properties=species:S:1:pos:R:3:forces:R:3 method="wB97M-V/def2-TZVPD" relative_energy_ev=2.2785 gap_ev=10.6 smiles="C#CC(=O)[C@@H](C)O" total_charge=0
C -2.303773 -1.081197 1.230360 -1.2 -1.0 1.1
C -1.648002 -0.562956 0.391143 1.0 0.5 -0.7
C -0.831077 0.156279 -0.557439 -0.2 0.0 0.0
O -1.243719 0.347073 -1.686594 0.7 0.3 0.6
C 0.521486 0.701665 -0.035316 -0.1 -0.2 0.0
C 1.551185 -0.428764 0.039800 -0.1 -0.1 -0.1
O 0.929130 1.706701 -0.914055 -0.1 0.2 -0.2
H -2.946822 -1.610408 1.903137 0.2 0.2 -0.1
H 0.392299 1.104282 0.988420 -0.3 -0.1 -0.4
H 2.540217 -0.084046 0.372748 -0.5 0.1 0.0
H 1.675526 -0.864321 -0.953589 0.0 -0.1 0.1
H 1.187933 -1.188510 0.738506 0.2 0.0 -0.1
H 0.175618 1.804202 -1.517120 0.3 0.2 -0.3

***

13.
13
Properties=species:S:1:pos:R:3:forces:R:3 method="wB97M-V/def2-TZVPD" relative_energy_ev=1.3790 gap_ev=10.4 smiles="O=C1CO[C@H]2C[C@@H]12" total_charge=0
O 1.188728 2.048782 0.727746 -0.2 -0.4 -0.2
C 0.717998 1.028646 0.286134 0.1 0.2 0.1
C 1.519712 -0.217365 -0.102769 0.2 0.1 0.1
O 0.661137 -1.045324 -0.866218 0.0 -0.1 -0.1
C -0.659728 -0.572789 -0.774391 -0.2 0.0 -0.1
C -1.274639 -0.529524 0.575572 0.0 -0.1 0.1
C -0.705601 0.741751 -0.047634 0.0 0.3 0.0
H 1.874144 -0.734730 0.799966 -0.1 0.1 -0.1
H 2.394671 0.056990 -0.701090 -0.1 0.0 0.1
H -1.243156 -0.785465 -1.663955 0.1 0.1 0.2
H -0.749359 -0.990200 1.407489 0.0 0.1 -0.1
H -2.357200 -0.565572 0.649754 0.2 0.0 -0.1
H -1.366701 1.564806 -0.290607 0.1 -0.1 0.0

***

14.
13
Properties=species:S:1:pos:R:3:forces:R:3 method="wB97M-V/def2-TZVPD" relative_energy_ev=2.5652 gap_ev=10.1 smiles="C#CC(=O)[C@@H](C)O" total_charge=0
C -2.127175 1.832826 -0.230750 -0.3 -0.5 -0.4
C -1.590956 0.804735 -0.558678 -0.1 0.7 0.2
C -0.633255 -0.280512 -0.692393 0.2 -0.2 -0.1
O -0.764523 -1.203845 -1.461910 0.3 0.5 0.7
C 0.590828 0.007981 0.242086 -0.3 -0.4 0.1
C 1.326519 -1.285544 0.522088 0.0 -0.1 -0.1
O 1.378586 0.979620 -0.424085 -0.1 0.0 -0.1
H -2.755189 2.668484 -0.040207 0.1 0.2 0.1
H 0.222213 0.444786 1.185536 -0.1 -0.2 -0.3
H 1.922286 -1.300413 1.441104 -0.1 0.4 -0.2
H 1.957762 -1.569959 -0.321224 -0.1 0.0 0.0
H 0.533915 -2.028383 0.632314 0.3 -0.3 0.0
H 0.773324 1.702101 -0.657389 0.4 0.0 0.1

***

15.
13
Properties=species:S:1:pos:R:3:forces:R:3 method="wB97M-V/def2-TZVPD" relative_energy_ev=5.1924 gap_ev=9.8 total_charge=0
O -0.678091 -0.242353 3.110766 0.1 0.1 -0.1
C 0.313751 0.038245 0.291699 -0.1 -0.1 0.1
C -0.228403 -1.072958 -0.674396 0.1 -0.5 0.0
O -1.320376 -0.326891 -1.193877 -0.1 0.0 0.1
C -0.618644 0.805303 -0.705614 -0.1 0.5 0.1
C 0.742486 0.806421 -1.244595 0.2 0.2 -0.2
C 1.022102 -0.546800 -1.224454 0.3 -0.1 -0.2
H -1.297218 0.483077 2.978186 0.0 -0.1 0.1
H -0.030799 -0.113696 2.395532 -0.1 -0.1 0.0
H -0.369391 -2.121562 -0.432889 -0.1 0.2 0.0
H -1.158294 1.720476 -0.482526 0.0 -0.2 -0.1
H 1.437300 1.629636 -1.335965 -0.1 -0.1 0.1
H 1.988237 -1.027122 -1.303948 -0.1 0.1 0.1

***

16.
13
Properties=species:S:1:pos:R:3:forces:R:3 method="wB97M-V/def2-TZVPD" relative_energy_ev=1.3242 gap_ev=11.2 total_charge=0
C -1.550735 -0.705172 0.015649 0.0 0.0 0.0
C -0.233781 -0.040392 0.226552 -0.4 0.0 0.0
C 0.172101 1.363178 0.040304 -0.1 0.2 0.2
C 0.947437 0.251778 -0.664971 0.2 -0.2 -0.3
C 1.695481 -0.567262 0.343518 0.2 0.1 -0.1
O 2.745216 -1.113995 0.428168 -0.1 0.2 0.0
O 0.634235 -0.650169 1.224721 0.0 -0.1 0.1
H -2.197146 -0.525372 0.880414 0.1 0.0 -0.1
H -1.411410 -1.784100 -0.097269 0.0 0.1 0.0
H -2.042846 -0.309208 -0.877167 0.1 0.0 0.1
H 0.603682 1.927974 0.863358 0.0 -0.2 -0.1
H -0.449133 1.937806 -0.644180 0.1 -0.1 0.1
H 1.086897 0.214933 -1.739100 -0.1 0.0 0.2

***

17.
13
Properties=species:S:1:pos:R:3:forces:R:3 method="wB97M-V/def2-TZVPD" relative_energy_ev=1.9601 gap_ev=10.8 total_charge=0
C 0.963261 -0.956072 -1.202918 -0.2 0.0 0.1
C 0.308170 -0.148137 -0.119878 -0.8 -0.8 0.2
C -0.945348 -0.478958 0.812849 0.7 -0.3 -0.1
C -0.821705 0.784394 -0.003321 -0.2 0.7 -0.2
C 0.074599 1.627505 0.857350 0.3 0.0 0.5
O -0.014477 2.520764 1.638899 0.4 -0.4 -0.9
O 1.151880 0.718904 0.684969 -0.5 0.3 0.4
H 1.731769 -1.605910 -0.769121 -0.2 0.1 0.0
H 1.447614 -0.368986 -1.994084 -0.2 0.1 0.3
H 0.203275 -1.590881 -1.660904 0.1 0.0 0.0
H -0.636383 -0.505827 1.850294 -0.2 0.4 0.1
H -1.903401 -1.002374 0.662913 1.1 -0.4 -0.6
H -1.559254 1.005578 -0.757048 -0.1 0.4 0.2

***

18.
13
Properties=species:S:1:pos:R:3:forces:R:3 method="wB97M-V/def2-TZVPD" relative_energy_ev=4.3029 gap_ev=9.0 total_charge=0
O -1.936960 -0.456743 -1.397329 0.6 0.3 0.3
C -0.959882 -0.154730 -0.749364 -0.4 0.0 -0.2
C -0.043332 1.007837 -1.175529 -0.2 0.1 -0.1
O 1.201857 0.879098 -0.470317 0.0 -0.3 -0.1
C 1.570683 -0.386604 -0.401352 0.0 0.4 0.1
C -0.238364 -0.348432 1.672235 -0.1 -0.1 -0.1
C -0.614016 -0.897927 0.510836 0.1 -0.1 0.1
H -0.477511 1.978095 -0.886105 0.1 -0.4 -0.1
H 0.094622 0.986345 -2.266070 0.0 -0.1 0.4
H 2.339416 -0.387457 0.404270 0.1 0.0 -0.2
H -0.005136 0.710794 1.770139 -0.1 -0.2 0.0
H -0.148775 -0.961681 2.563931 0.0 0.1 -0.1
H -0.782603 -1.968594 0.424654 -0.2 0.2 0.1

***

19.
13
Properties=species:S:1:pos:R:3:forces:R:3 method="wB97M-V/def2-TZVPD" relative_energy_ev=3.1030 gap_ev=10.4 total_charge=0
O 0.634069 1.522793 -1.056137 0.0 0.3 0.4
C 0.131284 0.448572 -0.223446 -0.1 -0.1 0.1
C 1.364464 -0.427058 0.004763 0.1 0.0 0.3
O 1.519265 -0.600444 -1.428617 0.1 0.1 -0.2
C 0.437174 0.269384 -1.640727 -0.3 -0.2 -0.3
C -1.392972 -0.386636 1.498347 0.0 0.1 -0.1
C -1.119522 0.509310 0.550172 0.0 -0.1 0.0
H 1.180335 -1.371493 0.528191 0.1 0.1 -0.3
H 2.232095 0.099363 0.405556 -0.2 -0.1 0.2
H -0.097341 0.248882 -2.579255 0.0 -0.2 0.0
H -0.668663 -1.146431 1.787632 -0.2 0.1 -0.1
H -2.352673 -0.420429 2.004660 0.2 0.2 -0.1
H -1.843171 1.271065 0.261750 0.2 -0.1 0.0

***

20.
13
Properties=species:S:1:pos:R:3:forces:R:3 method="wB97M-V/def2-TZVPD" relative_energy_ev=6.7778 gap_ev=9.8 smiles="C1=C[C@H]2OC[C@@H]2O1" total_charge=0
C 1.809127 -0.006608 0.020098 0.5 -2.3 -0.7
C 1.175520 1.105829 -0.223318 2.1 5.9 -0.2
C -0.279347 0.822719 0.022989 1.0 -4.7 0.2
O -1.720667 0.708449 -0.272173 0.4 3.4 -1.9
C -1.864832 -0.572831 0.154327 5.1 0.1 1.5
C -0.164967 -0.769155 -0.274134 -2.4 0.4 -3.2
O 1.134828 -1.190835 0.008256 -0.2 -0.1 2.5
H 2.817659 -0.249145 0.137173 1.6 0.5 0.3
H 1.944693 2.127988 -0.010180 -2.9 -2.9 -0.9
H -0.299237 0.894023 1.077259 -0.4 0.3 1.6
H -2.525626 -0.986740 -0.474229 -2.5 -2.4 -1.6
H -1.910330 -0.651961 1.218578 -0.7 -0.3 0.8
H -0.116823 -1.231738 -1.384646 -1.5 2.1 1.6